234
Properties=species:S:1:pos:R:3:forces:R:3 method="wB97M-V/def2-TZVPD" orbital_gap_ev=8.48 smiles=CC1(C)CCCC(C)(C)N1O.CC1(C)CCCC(C)(C)N1O.CC1(C)CCCC(C)(C)N1O.CC1(C)CCCC(C)(C)N1O.CC1(C)CCCC(C)(C)N1O.CCCC#N.CCCC#N.CCCC#N.CCCC#N.CCCC#N.CCCC#N.CCCC#N energy_ha=-3900.8723 total_charge=0 e_lumo_ev=0.50
C 15.980368 -19.133832 -0.295413 0.02 0.32 -1.61
C 14.752485 -20.018162 -0.117274 -0.66 -0.49 -1.58
C 14.298949 -20.520343 -1.570514 0.56 0.73 0.77
C 13.294257 -21.652968 -1.581631 -0.17 0.84 -1.07
C 13.846427 -22.815390 -0.808233 1.57 0.35 0.39
C 14.314971 -22.460265 0.664651 -0.86 0.90 -0.78
N 15.163691 -21.225367 0.582243 0.51 -1.41 -0.47
O 15.851613 -20.980056 1.790924 -2.16 1.34 1.06
C 13.007161 -22.231820 1.473117 1.01 0.20 0.18
C 15.158302 -23.604231 1.228191 1.03 1.22 -0.12
C 13.647545 -19.145213 0.502361 -0.48 -0.19 -1.25
H 16.653393 -19.668870 -0.978395 0.27 0.23 0.46
H 16.446849 -18.898341 0.636525 0.43 -0.07 0.62
H 15.751814 -18.149599 -0.785339 -0.14 -0.92 0.29
H 13.953291 -19.678903 -2.186697 -0.03 0.05 0.39
H 15.186227 -20.897317 -2.085173 0.19 0.02 0.17
H 13.194055 -21.903401 -2.663128 -0.12 -0.22 0.67
H 12.281055 -21.327055 -1.286714 0.40 -0.16 0.28
H 14.665408 -23.279708 -1.395437 -0.01 0.47 0.45
H 13.109160 -23.559736 -0.794086 -1.16 -1.32 0.52
H 12.452413 -21.387951 1.090018 -0.19 0.17 -0.18
H 12.388667 -23.105470 1.406612 -0.39 -0.51 0.01
H 13.216564 -22.034969 2.526599 0.07 0.00 0.06
H 14.676676 -24.543088 1.123123 -0.80 -0.74 0.29
H 16.026610 -23.704578 0.589064 0.42 0.15 -0.28
H 15.590913 -23.436497 2.235650 -0.81 -0.05 -0.43
H 14.041599 -18.143469 0.474358 -0.35 0.52 0.40
H 13.324326 -19.442634 1.466997 0.02 -0.08 1.19
H 12.733326 -19.156430 -0.114983 0.28 0.01 0.11
H 15.177362 -20.470519 2.372136 1.57 -1.02 -0.71
C 11.310853 -25.763023 5.827273 -0.85 -0.70 -0.91
C 10.625326 -26.957786 5.107152 0.33 0.43 0.26
C 9.266596 -26.492270 4.552281 0.67 -0.45 -0.54
C 9.469671 -25.523465 3.400089 0.41 -0.04 -0.47
C 10.297000 -26.192655 2.299941 -0.19 0.60 0.28
C 11.660508 -26.680576 2.786628 -0.59 -0.33 -0.24
N 11.416534 -27.532464 3.969496 -1.01 0.50 0.47
O 12.663096 -27.954806 4.500548 0.24 0.43 0.30
C 12.182643 -27.614879 1.654050 -0.01 -0.18 -0.22
C 12.689976 -25.547530 2.950511 -0.22 0.41 0.24
C 10.360135 -28.073309 6.109239 1.46 -0.88 0.58
H 12.221527 -26.039035 6.317191 0.52 -0.20 0.40
H 10.587301 -25.361991 6.508667 -0.24 0.11 0.88
H 11.494230 -24.963599 5.146388 0.41 0.54 -0.55
H 8.652292 -27.376765 4.231724 0.58 0.73 0.16
H 8.742723 -25.995884 5.346581 -0.40 0.13 0.57
H 9.999215 -24.582082 3.655074 -0.41 -0.50 0.33
H 8.489360 -25.251503 3.035520 -0.25 0.27 -0.37
H 10.461211 -25.471854 1.484468 -0.04 -0.33 0.04
H 9.770700 -27.062567 1.923701 -0.28 -0.12 -0.25
H 13.247984 -27.819411 1.834204 -0.23 -0.26 -0.14
H 11.601088 -28.578051 1.507028 0.59 1.18 0.45
H 12.136484 -27.043187 0.703405 0.02 -0.36 0.45
H 12.359101 -24.485386 3.100802 -0.26 -1.11 -0.17
H 13.383640 -25.750065 3.763474 0.04 -0.10 -0.29
H 13.214850 -25.603063 2.010980 0.57 0.55 -0.11
H 10.219317 -28.957902 5.481367 -0.43 -0.17 0.45
H 9.531030 -27.888685 6.797999 -0.16 0.10 -0.44
H 11.236626 -28.308582 6.790913 -0.73 0.42 -0.93
H 12.827078 -28.726137 3.968699 0.33 -0.69 -0.09
C 15.524541 -27.926863 6.816391 0.88 -1.44 -1.35
C 16.544810 -26.796248 6.564931 0.76 -0.73 0.28
C 18.003216 -27.345906 6.775407 -1.79 0.13 0.92
C 18.420572 -28.171737 5.613321 -0.16 -0.14 -1.77
C 18.350063 -27.295031 4.299024 1.47 -1.10 1.03
C 16.949861 -26.821342 4.054036 -1.46 -0.76 -1.17
N 16.519734 -26.085868 5.257474 -0.92 -0.35 -0.12
O 15.160897 -25.613754 5.096099 1.88 1.27 -0.72
C 16.964857 -25.922675 2.794501 0.18 -0.32 0.83
C 16.016495 -28.069816 3.725670 0.11 1.09 1.92
C 16.188375 -25.732600 7.558776 0.43 1.82 0.27
H 15.842685 -28.888896 6.334669 -0.10 0.71 0.83
H 14.555032 -27.763745 6.353795 -0.40 0.24 0.42
H 15.466936 -28.106748 7.885115 -0.30 0.11 0.09
H 18.624769 -26.476726 6.889549 0.61 0.37 0.05
H 18.071873 -27.933964 7.723135 -0.28 0.51 -0.56
H 17.737941 -29.055305 5.430458 0.91 0.80 0.48
H 19.427384 -28.530698 5.812478 0.12 -0.22 -0.35
H 18.698666 -27.911150 3.455961 -0.28 0.17 0.11
H 19.069810 -26.447288 4.341602 -0.49 -0.33 0.22
H 17.518334 -26.391355 2.002934 0.05 -0.82 -0.46
H 15.992165 -25.661944 2.425866 -0.46 0.08 0.07
H 17.554598 -25.041673 2.941952 0.09 0.91 0.52
H 15.884084 -28.689336 4.628679 0.33 0.07 -0.88
H 15.008246 -27.785078 3.469205 -0.26 0.50 -0.32
H 16.430914 -28.628550 2.934339 0.54 -0.75 -0.94
H 15.100473 -25.639991 7.646082 0.16 0.28 -0.04
H 16.639615 -24.762699 7.205665 -0.60 -0.71 0.41
H 16.579674 -25.902264 8.555540 0.12 -0.39 0.19
H 14.573296 -26.322256 5.285165 -0.88 -1.47 0.14
C 16.152267 -24.099799 11.618010 -0.30 0.27 0.35
C 16.703993 -22.898290 10.825217 -0.48 -0.54 0.09
C 15.629171 -22.406362 9.852651 -0.10 -0.83 -0.72
C 15.933451 -21.027014 9.329896 1.32 1.64 -0.12
C 16.151664 -19.974440 10.464409 0.93 -0.41 -1.03
C 17.195644 -20.433751 11.455578 -0.31 -0.63 0.87
N 16.851815 -21.860862 11.837388 0.41 2.11 0.69
O 17.838087 -22.206476 12.810876 0.20 -0.64 -0.11
C 18.616406 -20.256361 10.896423 0.93 -0.59 0.03
C 17.068246 -19.545906 12.712478 1.10 0.31 -0.35
C 17.955214 -23.302586 10.016921 -0.44 -0.83 -0.09
H 15.820864 -24.922828 11.019873 0.06 -0.54 -0.94
H 15.239758 -23.802652 12.156577 0.40 0.19 0.11
H 16.875596 -24.511667 12.320177 0.06 0.19 0.04
H 15.629415 -23.188550 9.035453 -0.17 0.93 0.50
H 14.595194 -22.387896 10.263944 0.70 -0.08 0.22
H 15.131999 -20.654676 8.747580 -1.12 0.27 -0.58
H 16.776561 -20.931864 8.604835 -0.17 -0.60 0.63
H 15.197786 -19.762534 10.914331 -0.39 0.12 0.50
H 16.619994 -19.030714 10.119680 -0.88 -0.29 -0.49
H 19.156936 -21.201608 11.087646 -0.01 0.58 -0.09
H 18.617256 -20.118719 9.793237 0.11 0.16 0.70
H 19.204289 -19.454203 11.434483 -0.77 -0.66 -0.83
H 17.120752 -18.490108 12.378771 -0.09 -0.44 0.17
H 16.135741 -19.710924 13.198019 -0.89 -0.12 0.42
H 17.883566 -19.682350 13.452449 -0.38 -0.11 -0.55
H 18.271118 -22.592967 9.252693 -0.15 0.15 0.12
H 17.772641 -24.279753 9.487806 0.18 0.92 0.61
H 18.766888 -23.432484 10.715212 0.45 -0.21 0.09
H 17.365979 -22.204855 13.651665 -0.08 -0.05 -0.17
C 15.958177 -15.440063 9.400655 -0.49 0.03 -1.37
C 17.212124 -15.666301 8.556949 0.83 1.59 0.40
C 18.333951 -16.303556 9.362908 -0.99 -1.59 0.23
C 19.388039 -16.997579 8.506663 0.13 0.72 2.73
C 18.786467 -17.911428 7.535347 -0.19 -0.17 -0.58
C 17.755710 -17.257263 6.639643 0.46 0.31 -0.63
N 16.808717 -16.510801 7.456951 0.99 -1.02 0.61
O 15.944866 -15.803872 6.636255 -1.03 0.07 -0.32
C 18.501091 -16.420728 5.586249 0.54 0.19 -0.72
C 16.944418 -18.331501 5.938286 0.28 -0.27 -0.05
C 17.756920 -14.288876 8.102184 -0.29 0.28 0.20
H 16.147193 -15.119517 10.409326 0.20 -0.17 0.52
H 15.406736 -16.383905 9.284192 -0.20 0.32 0.73
H 15.384703 -14.633084 8.910312 -0.06 -0.40 0.26
H 18.809441 -15.567826 9.999384 -0.10 0.20 0.25
H 17.922990 -17.128694 10.019734 0.10 0.92 -0.42
H 19.843014 -17.603660 9.301502 0.86 0.02 -0.56
H 20.096699 -16.269439 8.155215 0.43 0.12 -0.54
H 18.325488 -18.693574 8.120051 -0.28 -0.60 -0.05
H 19.597877 -18.301227 6.937001 -0.03 -0.60 -0.41
H 19.320870 -15.799992 6.021892 -0.68 -0.36 -0.25
H 18.993727 -17.138941 4.863814 -0.56 0.87 0.60
H 17.793900 -15.753413 5.041998 0.57 -0.51 0.28
H 17.563691 -18.930832 5.265030 0.07 -0.06 0.20
H 16.509852 -18.953796 6.717366 -0.20 -0.31 -0.05
H 16.151434 -17.924641 5.332071 -0.28 0.24 -0.11
H 18.812929 -14.359843 7.902487 0.49 0.08 -0.22
H 17.624728 -13.534023 8.896844 0.04 -0.33 -0.20
H 17.257553 -13.916363 7.209706 -0.10 -0.07 0.00
H 15.136148 -16.291051 6.860147 -0.51 0.36 -0.52
C 12.259850 -18.983478 9.688921 -0.38 0.42 -0.62
C 11.743416 -19.783032 10.850989 -0.69 0.84 1.85
C 10.301721 -20.270604 10.624769 0.60 0.26 -1.53
C 10.409118 -21.319788 9.570522 -0.62 -0.75 -0.58
N 10.513123 -22.103636 8.718390 -0.04 1.15 1.24
H 12.377386 -19.558923 8.757799 -0.07 -0.04 0.40
H 13.212573 -18.529433 9.919949 0.28 0.21 -0.05
H 11.531417 -18.179115 9.442478 0.52 -0.32 0.22
H 11.719508 -19.160141 11.803266 0.07 -0.44 -1.19
H 12.344472 -20.637319 11.137594 0.34 -0.25 -0.24
H 9.678741 -19.444597 10.201169 0.35 -0.63 0.39
H 9.880725 -20.625108 11.547218 -0.35 -0.51 0.15
C 10.258538 -21.779561 4.185296 1.39 -1.17 -0.09
C 9.817081 -22.150894 5.586949 0.06 -2.41 -0.77
C 8.541908 -21.496511 6.032877 0.40 0.33 1.76
C 8.768154 -20.125946 6.535610 -0.43 0.18 -0.54
N 8.842693 -19.027861 6.868469 0.24 -0.21 0.17
H 10.281143 -20.722351 4.032941 0.17 0.81 -0.22
H 9.575254 -22.238878 3.465218 0.03 0.20 -0.05
H 11.293447 -22.220083 3.974716 -1.31 0.71 0.19
H 10.551441 -22.030452 6.376708 0.24 0.12 -0.17
H 9.639505 -23.285119 5.522699 0.09 1.46 0.45
H 8.201264 -22.046676 6.917411 -0.28 0.01 -0.19
H 7.770324 -21.472314 5.295792 -0.54 -0.01 -0.57
C 14.019980 -13.924580 3.215470 0.30 0.62 1.95
C 14.135041 -15.131155 2.307090 0.91 0.18 0.24
C 14.170314 -16.493775 3.034970 0.85 0.70 0.04
C 12.908255 -16.913618 3.586233 -0.35 0.29 0.17
N 11.911781 -17.177043 4.085676 -0.41 -0.21 -0.01
H 14.954052 -13.676913 3.807436 -0.76 -0.51 -0.84
H 13.252716 -14.038232 4.012730 0.18 -0.13 -0.57
H 13.754444 -13.018302 2.672803 0.04 -0.06 -0.17
H 15.082719 -14.995077 1.748077 -0.54 -0.41 0.07
H 13.317660 -15.095812 1.617062 -0.44 -0.19 -0.62
H 14.850838 -16.391430 3.892201 0.08 -0.25 -0.17
H 14.529694 -17.283370 2.383659 0.17 -0.08 0.01
C 17.231933 -21.964581 4.541730 0.52 -0.50 -0.74
C 18.084784 -22.200756 5.798186 0.50 0.85 0.67
C 18.978941 -23.401504 5.548813 0.77 -0.77 -0.77
C 19.652886 -23.890588 6.760797 -1.37 1.34 -3.06
N 20.243635 -24.113476 7.691537 1.56 -0.97 2.78
H 16.356806 -22.607367 4.535516 -0.13 -0.19 0.02
H 17.792955 -22.204266 3.589693 -0.32 0.11 1.06
H 16.893193 -20.954550 4.380216 -0.14 0.43 0.35
H 17.509931 -22.406439 6.771897 0.52 0.62 -1.47
H 18.804171 -21.327069 5.955171 -1.19 -0.89 0.13
H 19.740209 -23.164304 4.761857 -0.34 -0.04 0.82
H 18.436297 -24.235408 5.101474 -0.40 -0.07 0.22
C 11.271114 -26.720820 9.971926 0.66 0.23 0.44
C 12.674308 -26.148962 9.716035 -0.38 1.02 -1.80
C 12.668550 -24.551056 9.687445 1.62 -1.80 0.60
C 11.959735 -24.057267 10.850468 -0.43 0.51 -0.50
N 11.225575 -23.649155 11.631622 0.14 0.08 0.53
H 10.792454 -26.179408 10.800969 0.00 -0.20 -0.34
H 11.270693 -27.773869 10.231063 0.23 -0.20 0.04
H 10.690587 -26.626581 9.071474 -0.47 0.22 -0.32
H 13.068708 -26.467289 8.698615 -0.46 0.22 1.17
H 13.420365 -26.419131 10.435963 0.21 -0.42 0.58
H 12.246599 -24.139018 8.788367 -0.39 0.19 -0.33
H 13.742518 -24.268207 9.747454 -0.77 0.09 -0.11
C 11.634682 -14.641462 9.123105 -0.41 -0.78 -0.32
C 10.925470 -14.873860 7.743883 -0.35 -1.17 0.32
C 11.014837 -16.329264 7.090613 0.64 0.45 0.18
C 12.402583 -16.813058 7.079302 -0.81 0.09 0.69
N 13.471023 -17.202453 7.213183 0.60 -0.10 -0.22
H 10.986975 -15.055824 9.942814 0.77 0.16 -0.68
H 11.740591 -13.558952 9.341693 0.09 -0.66 -0.31
H 12.629567 -15.151953 9.114196 -0.69 0.56 0.27
H 11.271363 -14.187173 6.996481 0.31 0.48 -0.29
H 9.858091 -14.697971 7.884782 0.00 0.14 -0.15
H 10.735282 -16.404702 6.027339 -0.32 0.57 0.38
H 10.399766 -17.080463 7.598719 0.14 0.18 0.09
C 13.763522 -22.958431 5.666515 -0.96 -1.18 -0.64
C 14.189215 -21.937857 6.638629 -0.08 0.83 0.36
C 13.465102 -20.625646 6.352873 0.79 1.15 0.06
C 13.995921 -20.065344 5.083273 -1.35 -0.95 2.46
N 14.499129 -19.673520 4.149614 0.82 0.75 -2.08
H 12.658248 -22.948830 5.636530 0.28 -0.52 0.26
H 14.176029 -23.953722 5.877698 -0.37 0.36 -0.08
H 14.019717 -22.718503 4.644440 0.48 0.17 -0.40
H 15.259083 -21.716176 6.562777 -0.02 -0.29 0.37
H 13.912211 -22.259250 7.647875 0.29 0.11 -0.03
H 13.742190 -19.888407 7.135411 -0.39 -0.18 -0.47
H 12.375010 -20.717939 6.302133 0.18 0.01 0.02